Entry 1:
Computed, not measured: 2 unconnected molecules or ions with the total composition C12H18N2O4S, with the ωB97M-V functional and the def2-TZVPD basis.

Calculated values
* HOMO level: -9.3 eV
* maximum force: 0.0102 hartree/bohr
* SMILES: N[C@@H](Cc1ccccc1)C(=O)O.N[C@@H](CS)C(=O)O
* E_tot: -1276.7785 a.u.
* relative energy (zero: lowest compared OMol25 entry of this formula, charge and spin): 0.1222 eV

```
37
Properties=species:S:1:pos:R:3:forces:R:3
C 4.2193 0.5529 0.2454 0.013 -0.020 0.195
C 3.9292 -0.9317 0.3669 -0.052 0.092 0.482
C 2.8549 1.2780 0.3137 -0.065 -0.064 0.016
C -1.0098 -1.4004 -0.6339 0.059 -0.018 -0.111
C 0.4718 -1.7146 -0.5931 0.111 0.022 0.021
C -1.2140 -0.0443 0.0962 0.021 0.034 0.014
C -2.6631 0.3750 0.1036 -0.091 0.003 -0.023
C -3.4901 0.0798 1.1887 0.006 0.042 -0.034
C -3.2188 1.0247 -1.0021 -0.030 -0.023 0.058
C -4.8394 0.4249 1.1725 0.020 0.006 -0.021
C -4.5650 1.3722 -1.0221 0.039 -0.040 0.057
C -5.3801 1.0718 0.0669 0.012 -0.003 -0.013
H 4.5701 0.2519 -1.7231 0.106 0.046 0.003
H 4.9986 1.7542 -1.1911 0.003 -0.109 0.016
H 4.8094 0.8533 1.1203 -0.095 -0.066 -0.112
H 2.3243 1.0209 1.2355 0.086 0.035 -0.119
H 2.2338 0.9595 -0.5308 0.059 0.099 0.096
H 3.6186 3.2923 1.3266 -0.043 -0.023 -0.056
H 3.5226 -2.2561 1.6182 -0.170 0.032 0.036
H -2.6854 -2.2798 0.1195 0.105 -0.055 -0.021
H -1.2765 -2.8127 0.7932 -0.052 -0.029 -0.082
H -1.3031 -1.2713 -1.6822 0.061 0.000 0.123
H -0.6026 0.7207 -0.3973 -0.090 -0.083 0.024
H -0.8446 -0.1465 1.1225 -0.053 -0.016 -0.053
H -3.0691 -0.4157 2.0621 -0.061 0.075 -0.136
H -2.5858 1.2658 -1.8542 -0.081 -0.035 0.116
H -5.4665 0.1897 2.0294 0.100 0.045 -0.149
H -4.9786 1.8810 -1.8889 0.059 -0.074 0.133
H -6.4329 1.3452 0.0534 0.196 -0.052 0.003
H 2.0950 -1.2824 -1.4053 0.335 -0.158 -0.066
N 4.9931 0.7656 -0.9556 -0.135 0.137 -0.114
N -1.7211 -2.5321 -0.0766 -0.125 0.111 0.169
O 3.8012 -1.6837 -0.5683 0.063 0.130 -0.063
O 3.7547 -1.3130 1.6445 0.190 -0.053 -0.488
O 1.0052 -2.4133 0.2349 -0.279 0.182 -0.072
O 1.1592 -1.0635 -1.5497 -0.276 -0.078 0.125
S 2.9855 3.0816 0.1604 0.054 -0.092 0.048
```
Positions in Å, forces in eV/Å.

Entry 2:
Computed, not measured: a molecular structure, C10H18FeO9 at a distorted geometry, with the ωB97M-V functional and the def2-TZVPD basis.

Calculated values
* charge: -2
* HOMO level (spin up / spin down): -0.8 / -0.8 eV
* spin multiplicity: 5
* maximum force: 0.1074 hartree/bohr
* E_tot: -2332.6615 a.u.
* relative energy (zero: lowest compared OMol25 entry of this formula, charge and spin): 3.2613 eV
* expectation value of S²: 6.0078

```
38
Properties=species:S:1:pos:R:3:forces:R:3
Fe 0.1223 -0.6519 0.1990 1.472 -0.486 1.066
C 0.9373 0.1236 4.5728 0.946 -0.393 -0.678
C 1.0899 0.8551 3.1919 -0.902 -1.791 -1.192
O 0.9184 0.0744 2.0217 0.012 0.316 1.152
H 1.7338 -0.5903 4.7826 0.403 -0.102 -0.262
H 0.0421 -0.4938 4.6470 -0.418 0.446 -0.093
H 1.0167 0.8688 5.3644 -0.390 0.119 0.204
H 2.0754 1.3166 3.1293 0.281 0.376 0.416
H 0.3225 1.6217 3.2994 -0.145 0.652 -0.443
C 1.1581 -4.3025 -1.6841 -0.972 0.332 -0.135
C 1.6256 -3.8261 -0.3298 0.234 2.151 0.610
O 1.5050 -2.4434 0.0337 -0.136 -1.909 -1.070
H 0.0877 -4.1230 -1.7844 -0.131 0.013 -0.514
H 1.3626 -5.3706 -1.7587 -0.107 -0.272 -0.025
H 1.7360 -3.8131 -2.4681 -0.273 0.230 -0.130
H 2.6416 -4.1967 -0.4660 1.228 0.481 0.944
H 1.2154 -4.4745 0.4444 -0.455 -0.325 0.335
C -1.0667 3.3931 -0.1296 0.178 -5.327 -1.446
C -1.1632 2.0060 -0.6908 -0.990 2.880 0.040
C -1.5554 1.8773 -2.2090 0.245 3.182 -1.770
O -1.5625 0.7903 -2.8067 -0.276 -0.829 0.176
C -1.8571 3.1236 -2.9427 0.534 -4.996 1.330
C -1.6928 4.3254 -2.3757 -1.284 3.951 -0.825
C -1.1871 4.4983 -0.9600 0.338 2.901 3.238
O -1.0182 5.6230 -0.3336 -0.431 -1.505 -2.684
O -2.1229 5.3265 -3.0307 0.805 0.284 0.989
O -1.1545 0.9140 -0.0825 0.214 0.294 0.678
H -0.8553 3.5127 0.9227 0.078 0.020 -0.012
H -2.3528 3.1108 -3.9022 0.202 -0.324 -0.152
O -0.8745 -1.3312 -1.6015 0.346 -1.991 0.326
H -1.1835 -0.6786 -2.2299 -0.402 2.004 -0.549
H -1.4529 -2.0826 -1.7318 0.148 -0.336 0.211
O -1.2522 -1.7616 1.2705 -0.889 -0.611 0.530
H -2.1253 -2.0723 1.0311 -0.251 0.191 -0.342
H -0.9745 -2.3460 1.9759 0.606 0.043 0.225
O 1.5923 0.2895 -1.0229 0.378 0.623 -0.576
H 2.1156 0.9966 -0.6456 -0.081 0.248 0.476
H 2.1530 -0.0890 -1.7001 -0.114 -0.542 -0.048
```
Positions in Å, forces in eV/Å.

Entry 3:
Computed, not measured: a molecular structure, C5H9NO2 at a distorted geometry, with the ωB97M-V functional and the def2-TZVPD basis.

Calculated values
* HOMO level: -9.2 eV
* maximum force: 0.1430 hartree/bohr
* E_tot: -401.0006 a.u.
* relative energy (zero: lowest compared OMol25 entry of this formula, charge and spin): 4.7937 eV

```
17
Properties=species:S:1:pos:R:3:forces:R:3
C 2.1884 0.9456 1.1931 -1.281 0.256 0.459
C 1.2996 0.8980 -0.1963 1.699 1.956 2.444
C 0.0908 0.1132 0.1072 -6.052 4.047 1.023
C 0.1191 -1.2753 0.4621 3.416 -2.401 1.687
C -0.9448 -0.3991 -0.9544 4.269 0.882 1.819
H 2.8123 -0.1168 1.1251 -0.924 3.336 0.909
H 1.3347 0.9602 2.1988 2.868 -0.140 -3.190
H 2.7255 2.0959 1.1709 -0.809 -3.945 0.373
H 1.1112 2.0576 -0.2864 -0.054 -2.620 -0.990
H 1.9001 0.3425 -0.9514 -0.343 1.147 0.066
H -1.6058 0.0973 1.5230 2.441 3.556 -1.944
H -1.3254 1.6912 0.6191 -0.325 -0.481 -0.195
H 1.2223 -1.3769 0.4076 -0.331 -1.875 -0.553
H -0.1728 -1.7631 1.4104 -0.308 0.837 -0.380
N -0.8615 0.9090 1.0694 -0.573 -3.818 1.626
O -0.6751 -1.7007 -0.6388 -1.127 -1.002 -0.688
O -1.6363 0.1950 -1.6578 -2.567 0.264 -2.466
```
Positions in Å, forces in eV/Å.

Entry 4:
Computed, not measured: a molecular structure, C40H50Cl2NP2RhSi2 at a distorted geometry, with the ωB97M-V functional and the def2-TZVPD basis.

Calculated values
* charge: +2
* HOMO level (spin up / spin down): -13.7 / -13.7 eV
* maximum force: 0.0221 hartree/bohr
* E_tot: -3901.1671 a.u.
* relative energy (zero: lowest compared OMol25 entry of this formula, charge and spin): 0.4526 eV

```
98
Properties=species:S:1:pos:R:3:forces:R:3
Rh 0.0204 0.0548 -0.2113 0.486 0.869 -0.551
C 0.4051 3.8025 -0.2068 0.027 -0.102 0.107
Si 2.0096 2.8388 -0.0836 0.371 0.148 -0.005
C 3.2247 3.9127 -1.0479 -0.158 -0.156 0.167
C 2.7411 2.5796 1.6250 -0.236 0.042 -0.134
C 1.7908 1.1557 -0.9864 0.143 -0.598 0.158
C 1.0490 1.4970 -2.2233 -0.166 -0.068 0.171
C 1.4638 2.0984 -3.4081 -0.143 -0.142 0.016
C 0.5155 2.3479 -4.3791 -0.088 -0.042 0.051
C -0.8114 1.9843 -4.1544 0.037 -0.017 0.005
C -1.1477 1.3798 -2.9660 -0.019 -0.035 -0.073
N -0.2290 1.1538 -2.0161 -0.052 0.343 0.207
Si 3.3555 0.1002 -1.3521 0.264 0.278 -0.119
C 4.6878 1.1101 -2.2242 -0.066 -0.187 0.043
C 2.8831 -1.2247 -2.6127 0.044 0.115 0.192
C 4.2057 -0.4803 0.2299 -0.124 0.082 -0.125
H 0.3237 4.5212 0.6094 -0.022 0.032 0.044
H -0.4961 3.1957 -0.2116 -0.018 -0.036 0.033
H 0.4217 4.3694 -1.1378 0.025 0.049 -0.077
H 3.2864 4.8677 -0.5231 -0.051 0.084 0.088
H 2.8719 4.1365 -2.0521 -0.037 -0.002 -0.104
H 4.2322 3.5216 -1.1136 0.088 -0.021 0.032
H 2.7573 3.5245 2.1679 0.010 0.097 0.016
H 3.7695 2.2318 1.5458 0.114 -0.032 -0.069
H 2.1963 1.8697 2.2398 0.007 0.037 0.011
H 2.4972 2.3624 -3.5514 0.084 0.008 0.007
H 0.7979 2.8223 -5.3086 0.008 0.019 -0.027
H -1.5759 2.1648 -4.8942 -0.035 0.019 -0.021
H -2.1608 1.0707 -2.7804 -0.034 0.012 -0.048
H 4.3728 1.5935 -3.1455 -0.029 0.046 -0.054
H 5.4746 0.4048 -2.5043 0.019 -0.096 -0.010
H 5.1570 1.8524 -1.5866 0.031 0.024 0.069
H 3.0203 -0.8226 -3.6167 0.024 0.061 -0.059
H 1.8564 -1.5737 -2.5461 -0.065 -0.012 0.052
H 3.5439 -2.0879 -2.5330 0.074 -0.085 0.023
H 4.9775 0.2388 0.5005 0.073 0.079 -0.019
H 4.7114 -1.4309 0.0581 0.032 -0.095 -0.033
H 3.5555 -0.6043 1.0902 -0.066 0.008 0.065
C -3.8362 0.3620 0.7235 -0.141 -0.022 -0.118
C -3.2821 0.0652 -0.6824 0.196 0.202 0.046
P -1.8918 -1.1309 -0.7024 -0.370 -0.402 0.148
C -1.6915 -1.7832 -2.3808 -0.400 0.091 -0.130
C -2.6767 -1.6011 -3.3564 0.135 0.048 0.022
C -2.5323 -2.1672 -4.6124 0.050 -0.018 0.029
C -1.4096 -2.9278 -4.9058 -0.045 -0.014 -0.065
C -0.4428 -3.1350 -3.9359 0.042 -0.044 -0.038
C -0.5862 -2.5729 -2.6795 0.093 0.026 0.139
C -2.5174 -2.5350 0.2484 -0.091 -0.205 -0.130
C -1.7139 -3.2445 1.1291 -0.162 -0.022 0.090
C -2.2285 -4.3395 1.8109 0.025 0.040 0.021
C -3.5427 -4.7269 1.6121 0.023 -0.070 0.063
C -4.3504 -4.0260 0.7265 -0.053 -0.026 0.001
C -3.8418 -2.9392 0.0432 0.115 0.125 -0.093
C -2.9011 0.0647 1.8919 0.126 -0.346 0.287
P -1.1210 0.4432 1.7398 -0.336 0.309 -0.012
C -0.2819 -0.5707 2.9681 0.096 -0.020 -0.068
C 1.1138 -0.5492 2.9905 -0.001 -0.028 -0.108
C 1.8146 -1.2835 3.9302 -0.011 -0.025 0.039
C 1.1230 -2.0419 4.8640 0.047 0.026 -0.007
C -0.2650 -2.0558 4.8597 0.041 -0.039 0.035
C -0.9688 -1.3264 3.9186 -0.058 0.033 -0.050
C -1.0145 2.1426 2.3473 -0.101 0.021 -0.087
C -0.1405 2.5191 3.3646 0.031 -0.094 -0.016
C -0.2114 3.7931 3.9044 0.021 0.033 0.022
C -1.1596 4.6943 3.4493 -0.021 0.008 -0.006
C -2.0482 4.3224 2.4486 0.014 -0.007 -0.018
C -1.9738 3.0564 1.9011 0.019 0.022 -0.074
H -4.7382 -0.2262 0.9029 0.061 -0.016 -0.087
H -4.1586 1.4024 0.7366 -0.010 -0.030 0.052
H -2.8533 0.9845 -1.0852 -0.139 -0.039 0.040
H -4.1005 -0.2289 -1.3358 0.039 -0.079 -0.043
H -3.5639 -1.0203 -3.1576 -0.079 0.070 0.044
H -3.2994 -2.0189 -5.3585 -0.035 0.004 -0.028
H -1.2954 -3.3708 -5.8858 -0.008 0.003 -0.009
H 0.4230 -3.7433 -4.1581 0.030 -0.013 0.009
H 0.1648 -2.7607 -1.9256 0.008 -0.017 0.068
H -0.7005 -2.9341 1.3062 0.209 0.021 0.027
H -1.5989 -4.8853 2.5001 0.028 -0.021 0.018
H -3.9435 -5.5791 2.1434 0.003 -0.018 0.017
H -5.3741 -4.3343 0.5670 -0.026 0.004 -0.014
H -4.4762 -2.4108 -0.6572 -0.028 0.000 -0.037
H -2.9246 -1.0096 2.0851 -0.038 0.044 -0.023
H -3.2680 0.5469 2.8015 0.132 0.085 -0.061
H 1.6660 0.0406 2.2677 -0.027 -0.024 -0.018
H 2.8953 -1.2570 3.9396 0.041 0.000 -0.002
H 1.6664 -2.6123 5.6037 0.012 -0.022 0.035
H -0.8030 -2.6319 5.5984 -0.024 -0.027 0.032
H -2.0476 -1.3489 3.9488 -0.060 0.004 -0.029
H 0.5764 1.8200 3.7695 -0.003 -0.029 0.001
H 0.4654 4.0709 4.6997 0.025 0.018 0.024
H -1.2173 5.6819 3.8826 -0.005 0.059 0.025
H -2.7976 5.0167 2.0960 -0.017 0.029 0.000
H -2.6698 2.7890 1.1174 0.005 -0.018 -0.043
Cl 1.5606 -2.1953 0.2716 -0.004 -0.547 0.148
C 2.2948 -3.8760 0.2298 0.222 0.336 -0.160
Cl 1.1899 -5.1492 0.6275 -0.136 0.030 0.031
H 3.1016 -3.8219 0.9529 -0.033 -0.076 -0.049
H 2.6493 -3.9832 -0.7902 0.021 -0.063 0.080
```
Positions in Å, forces in eV/Å.

Entry 5:
Computed, not measured: a molecular structure, C3H6ClO2PS at a distorted geometry, with the ωB97M-V functional and the def2-TZVPD basis.

Calculated values
* HOMO level: -9.5 eV
* maximum force: 0.1114 hartree/bohr
* E_tot: -1468.1614 a.u.
* relative energy (zero: lowest compared OMol25 entry of this formula, charge and spin): 1.0762 eV

```
14
Properties=species:S:1:pos:R:3:forces:R:3
C -0.1576 -0.5608 -1.1583 -3.460 2.707 0.733
C -0.5397 -0.4803 0.3916 0.925 5.313 -1.936
C -1.4798 0.7928 0.7771 -0.423 -3.550 -0.667
O 1.1830 -0.5748 -1.3480 2.324 -0.492 -0.375
O 0.6861 -0.4610 1.0767 2.618 0.904 -1.831
P 2.0094 -0.1031 -0.0883 -0.894 -2.157 3.654
S 3.6950 -0.8628 0.4372 -1.002 0.201 -0.662
Cl 2.0911 1.8543 -0.1228 -0.313 1.128 -0.261
H -0.6818 -1.4260 -1.3225 -0.239 -2.738 -1.727
H -0.6186 0.2009 -1.8633 0.418 -0.424 1.259
H -1.0340 -1.3330 0.6199 -1.545 -2.645 0.966
H -1.5056 0.6198 1.8557 -0.279 1.040 0.018
H -2.5260 0.6074 0.3470 1.409 0.219 0.619
H -1.1215 1.7266 0.3978 0.460 0.493 0.209
```
Positions in Å, forces in eV/Å.

Entry 6:
Computed, not measured: a molecular structure, C4H7Br2OP at a distorted geometry, with the ωB97M-V functional and the def2-TZVPD basis.

Calculated values
* HOMO level: -10.0 eV
* maximum force: 0.1089 hartree/bohr
* E_tot: -5721.2448 a.u.
* relative energy (zero: lowest compared OMol25 entry of this formula, charge and spin): 1.4577 eV

```
15
Properties=species:S:1:pos:R:3:forces:R:3
C -0.7230 0.5226 0.9924 -1.802 0.902 0.812
C -0.1426 1.3469 -0.1699 -0.721 -1.434 -0.500
C -0.8642 -0.9477 0.5749 -2.782 -1.727 0.083
C 1.0150 0.5126 -0.6198 1.039 0.829 -5.442
O 1.6862 -2.0617 0.1202 1.235 -1.652 0.913
P 0.5652 -1.3278 -0.3978 0.107 2.815 -0.927
Br 2.7051 0.8553 0.2462 -0.178 0.128 0.126
Br -0.1353 -2.0241 -2.3168 -0.255 -0.192 -0.579
H -0.0293 0.5519 1.8239 0.109 0.160 0.301
H -1.7228 0.9205 1.3526 1.193 -0.428 -0.343
H -0.8441 1.3300 -1.0268 0.025 0.021 0.463
H 0.1539 2.3757 -0.0578 -0.081 0.314 0.744
H -1.0087 -1.7021 1.3772 0.880 0.756 0.214
H -1.8363 -1.2772 0.0474 1.404 1.326 0.048
H 1.1809 0.9251 -1.9457 -0.171 -1.817 4.085
```
Positions in Å, forces in eV/Å.